{"formula": "C13H34N4O5Rb", "method": "wB97M-V/def2-TZVPD", "gap_ha": 0.326, "mol_weight_g_mol": 411.91, "e_lumo_ev": -2.254, "total_charge": 1, "e_above_lowest_kcal_mol": 0.0, "total_energy_ha": -1134.8286, "species": ["Rb", "C", "O", "C", "C", "N", "C", "C", "O", "C", "H", "H", "H", "H", "H", "H", "H", "H", "H", "H", "H", "H", "H", "H", "H", "C", "O", "C", "C", "N", "C", "C", "O", "C", "H", "H", "H", "H", "H", "H", "H", "H", "H", "H", "H", "H", "H", "H", "H", "C", "O", "N", "N", "H", "H", "H", "H"], "xyz": [[0.68760, 0.61396, -0.26186], [-2.09331, 3.70948, -1.25311], [-1.78310, 2.35369, -1.50151], [-1.76238, 2.04721, -2.89388], [-1.59133, 0.54890, -3.09316], [-0.16396, 0.13857, -3.01214], [-0.15976, -1.29838, -3.33989], [1.14178, -1.97970, -2.90323], [1.27610, -1.92703, -1.47235], [2.35416, -2.60086, -0.93230], [-2.78813, 4.18292, -1.95065], [-1.19410, 4.33417, -1.33894], [-2.40005, 3.76674, -0.21130], [-1.03414, 2.60015, -3.49679], [-2.76718, 2.28322, -3.26066], [-1.99648, 0.28717, -4.07734], [-2.18862, 0.02183, -2.34824], [0.33053, 0.72890, -3.67066], [-0.14814, -1.44728, -4.42615], [-0.98963, -1.86622, -2.92323], [1.94075, -1.37222, -3.34114], [1.17092, -3.00620, -3.26952], [3.26168, -1.97462, -0.95344], [2.73657, -3.48491, -1.45730], [2.14704, -2.87332, 0.10298], [-3.45634, -2.72647, -0.52532], [-2.71240, -2.84895, 0.64829], [-1.34390, -2.60029, 0.37151], [-0.60816, -2.44617, 1.71226], [-0.83768, -1.08601, 2.18101], [-0.15003, -0.56203, 3.35241], [1.32323, -0.91042, 3.41799], [1.93116, -0.41885, 2.26365], [3.30271, -0.68964, 2.09651], [-3.15133, -3.35939, -1.36776], [-3.55137, -1.68779, -0.87022], [-4.49317, -3.03067, -0.35428], [-1.17012, -1.66365, -0.16864], [-0.89386, -3.44153, -0.16371], [0.44078, -2.69593, 1.53390], [-0.90912, -3.14516, 2.50331], [-1.84248, -0.99024, 2.24182], [-0.73326, -0.89742, 4.22095], [-0.25363, 0.52638, 3.39102], [1.47768, -1.99015, 3.54012], [1.73661, -0.44072, 4.31990], [3.64372, -0.34847, 1.12281], [3.53436, -1.73821, 2.30810], [3.86401, -0.12805, 2.85506], [1.17197, 4.05638, 1.74266], [0.86104, 3.06364, 1.07949], [0.62620, 4.31572, 2.96589], [2.16884, 4.92149, 1.41113], [-0.05155, 3.71698, 3.39622], [0.95039, 5.13738, 3.43394], [2.68399, 4.68423, 0.58179], [2.45489, 5.63785, 2.04401]], "forces_ev_per_angstrom": [[-0.19, 0.21, 0.55], [1.04, 0.61, 0.39], [0.39, -0.14, -0.72], [-1.20, -0.68, 0.28], [0.64, 0.81, -0.11], [-1.86, -0.61, 0.65], [1.99, -0.39, -0.46], [-0.11, 0.98, 0.51], [-1.27, -0.12, -0.87], [1.99, -0.17, 0.25], [-0.50, -0.55, 0.10], [0.15, -0.14, 0.03], [-0.35, 0.11, -0.14], [0.17, 0.24, 0.31], [0.10, 0.22, -0.31], [-0.10, 0.02, -0.03], [0.14, -0.04, 0.10], [0.24, -0.51, -0.29], [-0.44, -0.05, -0.07], [-0.27, 0.52, 0.18], [0.36, -0.36, -0.11], [0.13, -0.07, 0.06], [-0.15, 0.25, 0.27], [-0.85, -0.22, -0.22], [-0.10, 0.05, -0.08], [-1.64, 0.07, -0.62], [0.53, 0.30, -0.52], [0.45, -0.73, 1.64], [0.06, 0.03, 0.25], [0.50, 0.64, -1.36], [-1.03, -0.35, 0.33], [-0.38, -0.18, 0.81], [-0.12, 0.24, -1.29], [0.29, 0.20, 1.50], [0.58, 0.02, 0.19], [0.43, 0.05, 0.00], [0.16, -0.07, 0.43], [-0.31, -0.13, -0.25], [-0.19, 0.02, -0.31], [0.15, 0.58, 0.02], [-0.37, -0.46, -0.47], [0.03, 0.28, 0.26], [0.79, -0.20, 0.51], [0.09, 0.03, -0.37], [0.03, -0.04, -0.21], [0.10, 0.04, -0.04], [-0.19, -0.23, -0.14], [-0.05, -0.13, -0.48], [0.12, 0.08, -0.10], [0.08, -0.97, 0.92], [0.15, 0.63, -0.14], [0.17, 0.36, -0.43], [-0.52, -0.58, -0.69], [-0.05, -0.03, -0.17], [-0.28, 0.03, 0.47], [0.15, 0.35, 0.10], [0.32, 0.20, -0.10]]}

---

{"formula": "C13H34NO9PSSi2", "method": "wB97M-V/def2-TZVPD", "gap_ha": 0.330, "mol_weight_g_mol": 467.63, "e_lumo_ev": -0.164, "total_charge": 0, "total_energy_ha": -2566.1353, "species": ["C", "Si", "O", "Si", "C", "C", "C", "C", "O", "C", "O", "C", "C", "C", "S", "O", "O", "O", "P", "O", "O", "H", "H", "H", "H", "H", "H", "H", "H", "H", "H", "H", "H", "H", "H", "H", "H", "H", "H", "H", "H", "H", "H", "H", "C", "C", "C", "O", "C", "N", "H", "H", "H", "H", "H", "H", "H", "H", "H", "H", "H"], "xyz": [[-3.13368, 2.59586, 2.07446], [-4.08431, 1.03473, 2.69109], [-3.31655, -0.44806, 2.22310], [-3.71692, -0.95138, 0.61175], [-2.14651, -1.88706, -0.04516], [-0.86190, -0.95321, 0.25788], [-0.16800, -0.34501, -1.05260], [1.13109, 0.48516, -0.53914], [2.01089, 0.71544, -1.68190], [3.11835, -0.16820, -1.58937], [3.07487, -1.20354, -2.29697], [-4.04361, 0.47116, -0.62489], [-5.58176, 0.93309, -0.78035], [-6.66867, -0.07154, -0.17419], [-8.34931, 0.59079, -0.70820], [-8.55172, 0.52138, -2.18931], [-9.44201, -0.11103, 0.07791], [-8.36762, 2.19139, -0.12656], [-4.10651, 1.09409, 4.92768], [-5.39506, 0.02144, 5.40939], [-2.64067, 0.37962, 5.49673], [-2.78528, 3.25008, 2.94192], [-3.79616, 3.20563, 1.35199], [-2.25750, 2.19467, 1.44152], [-5.48535, 1.15402, 2.28338], [-4.78952, -1.97347, 0.58537], [-1.99081, -2.84132, 0.58663], [-2.24637, -2.15401, -1.15651], [-0.06355, -1.58352, 0.79667], [-1.09052, -0.06852, 0.95327], [-0.87162, 0.42058, -1.53157], [0.21681, -1.12805, -1.78294], [1.70630, -0.09706, 0.27388], [0.78211, 1.49007, -0.10895], [4.04094, 0.04230, -0.92334], [-3.42458, 1.41201, -0.43885], [-3.71537, 0.07948, -1.65991], [-5.66503, 2.00629, -0.39192], [-5.79862, 0.99472, -1.91271], [-6.60858, -1.10992, -0.63291], [-6.72235, -0.07543, 0.97391], [-8.05636, 2.07031, 0.80928], [-5.42035, -0.65363, 4.68790], [-2.29035, -0.21919, 4.79795], [7.81739, -2.02249, -0.52838], [7.01830, -1.04852, -1.38916], [7.83021, -0.45291, -2.55719], [8.74251, 0.57146, -2.17391], [9.97963, 0.09795, -1.66747], [6.46002, 0.00192, -0.52756], [8.51855, -1.51707, 0.13822], [7.14384, -2.60720, 0.10510], [8.38027, -2.72469, -1.14911], [6.18557, -1.61231, -1.82506], [7.12623, 0.02700, -3.24559], [8.34220, -1.23382, -3.13189], [10.30212, -0.82368, -2.16026], [9.91162, -0.05167, -0.58795], [10.73376, 0.86742, -1.84461], [5.85127, 0.59435, -1.08895], [7.22825, 0.62307, -0.27164]], "forces_ev_per_angstrom": [[0.07, -0.08, -0.86], [1.92, -0.54, -0.03], [-1.89, 1.30, -1.64], [2.35, -0.85, -0.19], [0.53, 0.28, 0.94], [0.80, -0.23, -0.67], [0.75, 0.71, 1.36], [-1.10, -0.33, 0.22], [1.67, -0.79, 1.49], [-0.98, -3.11, -2.87], [0.68, 3.72, 2.70], [-0.65, 0.59, -0.81], [0.25, 0.11, -0.93], [-0.16, 1.37, -0.28], [-4.30, -2.00, -0.28], [1.41, 1.05, 3.79], [3.62, 1.93, -1.73], [1.03, -2.29, -0.26], [-0.22, -0.34, 2.71], [1.88, 0.22, -2.24], [-1.39, 0.00, -2.08], [-0.35, -0.88, -1.30], [1.01, -0.82, 1.25], [-1.05, 0.84, 1.13], [-0.34, -0.21, -0.20], [-0.23, 0.36, 0.27], [-0.47, 1.31, -1.21], [0.24, 0.32, 1.63], [-1.21, 0.94, -0.74], [0.14, -1.31, -0.87], [0.98, -1.27, 0.31], [-0.79, 0.96, 0.91], [-1.00, 0.84, -1.12], [0.73, -1.37, -0.64], [-1.80, 0.09, -0.70], [-0.66, -1.36, -0.19], [-0.33, 0.41, 1.67], [-0.28, -1.68, -0.27], [0.21, -0.01, 1.80], [-0.21, 1.37, 0.72], [0.10, -0.24, -1.79], [-0.56, 0.35, -0.86], [-0.32, 0.32, 1.13], [-0.18, 0.28, 0.79], [-0.08, -0.26, 0.12], [0.35, 0.00, 0.06], [-0.29, 0.24, -0.04], [-0.02, -0.42, -0.18], [-0.02, 0.35, 0.13], [-0.05, 0.17, -0.22], [-0.04, 0.05, -0.09], [0.05, 0.12, -0.07], [-0.01, 0.06, 0.03], [0.03, 0.13, -0.06], [0.07, 0.06, 0.08], [0.08, -0.06, 0.13], [-0.08, -0.03, 0.04], [0.14, -0.19, 0.00], [-0.10, -0.01, -0.07], [0.20, 0.01, -0.01], [-0.12, -0.12, 0.08]]}

---

{"formula": "C13H34O9", "method": "wB97M-V/def2-TZVPD", "gap_ha": 0.318, "smiles": "Oc1ccc(O)cc1.CO.CO.CO.CO.CO.CO.CO", "mol_weight_g_mol": 334.41, "e_lumo_ev": 0.248, "total_charge": 0, "e_above_lowest_kcal_mol": 80.6, "total_energy_ha": -1192.4190, "species": ["O", "C", "C", "C", "C", "O", "C", "C", "H", "H", "H", "H", "H", "H", "C", "O", "H", "H", "H", "H", "C", "O", "H", "H", "H", "H", "C", "O", "H", "H", "H", "H", "C", "O", "H", "H", "H", "H", "C", "O", "H", "H", "H", "H", "C", "O", "H", "H", "H", "H", "C", "O", "H", "H", "H", "H"], "xyz": [[1.03000, 30.08500, 13.09400], [1.09800, 29.42000, 14.25500], [-0.08500, 28.95700, 14.96100], [0.04400, 28.35800, 16.27300], [1.31400, 28.27900, 16.82900], [1.41900, 27.72800, 18.13200], [2.44600, 28.56800, 16.09800], [2.33100, 29.11000, 14.80000], [0.25600, 30.64000, 13.03200], [-1.04300, 29.27100, 14.51300], [-1.02800, 28.01600, 16.69800], [2.20900, 27.92500, 18.77400], [3.38600, 28.33500, 16.33400], [3.10600, 29.46500, 14.32100], [-0.03100, 32.34800, 15.85600], [-0.84000, 32.40400, 14.62300], [0.29500, 33.21000, 16.25200], [0.34600, 31.58900, 15.92600], [-0.80900, 32.22900, 16.66900], [-0.78800, 33.28400, 14.28600], [3.40600, 25.36300, 13.78200], [2.50700, 26.35800, 13.42000], [4.48500, 25.68400, 14.38900], [3.52100, 24.76800, 12.80700], [2.83100, 24.67700, 14.38600], [2.67700, 27.08100, 14.16300], [4.07300, 28.67700, 19.86700], [3.66900, 27.28100, 19.78100], [5.14700, 28.78400, 20.48900], [3.54100, 29.25400, 20.43900], [4.37400, 29.23000, 18.97600], [4.31300, 26.80700, 20.32900], [4.04700, 32.15700, 11.78100], [2.67600, 31.76600, 11.58700], [4.36600, 31.53700, 12.57900], [4.04800, 33.12500, 12.03000], [4.79200, 31.64100, 11.10600], [2.49400, 31.06000, 12.14200], [2.47000, 24.07300, 17.94400], [1.80900, 24.78100, 16.92300], [1.84700, 23.40800, 18.44500], [2.98200, 24.76300, 18.59400], [3.11600, 23.38200, 17.74200], [2.03800, 25.65800, 17.04300], [3.95200, 32.39900, 16.07600], [3.02300, 33.31600, 16.73100], [3.61700, 32.37900, 15.06700], [3.95400, 31.21400, 16.51400], [5.00600, 32.74100, 16.20000], [3.16800, 34.06800, 16.36700], [-3.55100, 25.77600, 15.94000], [-3.69400, 25.61100, 14.60300], [-2.97400, 26.64700, 16.29100], [-3.32100, 24.77200, 16.56300], [-4.37300, 26.03000, 16.40500], [-2.98600, 24.81200, 14.33700]], "forces_ev_per_angstrom": [[0.67, 0.04, -0.77], [-2.04, -1.61, 2.36], [1.83, 0.66, 0.52], [-3.15, 0.85, -2.12], [0.54, -1.32, 2.37], [0.82, 0.42, 0.60], [-3.39, 1.19, -2.78], [-4.21, -0.83, 2.77], [-0.59, 0.30, 0.16], [0.32, -0.69, 0.48], [3.18, 0.76, -0.34], [-1.93, -0.40, -2.61], [3.47, -0.83, 1.85], [4.31, 1.40, -2.40], [-12.54, 11.07, -0.91], [1.19, -0.68, 0.90], [2.51, 3.10, 0.13], [8.77, -14.23, 0.68], [0.07, -0.25, -0.51], [0.05, 0.82, -0.41], [1.72, -1.76, -0.48], [1.07, 3.85, 2.62], [-3.02, -0.77, -2.06], [0.94, 0.81, 1.37], [0.46, -0.42, 0.94], [-1.25, -1.87, -2.49], [7.15, -2.65, -0.41], [0.73, 1.52, 0.06], [-2.46, -0.66, -1.51], [-4.02, 2.79, 3.00], [-0.64, -0.79, -0.67], [-0.52, 0.01, -0.35], [-0.53, -5.73, -0.81], [1.00, 2.49, -2.34], [0.44, 0.05, 1.99], [0.81, 3.71, 0.29], [-0.96, 1.69, -0.74], [-0.76, -2.12, 1.53], [-2.45, 3.89, 1.27], [-0.37, -3.02, -0.75], [-2.24, -0.31, 1.57], [-0.12, 0.21, 0.70], [4.68, -3.54, -3.00], [0.40, 2.82, 0.27], [0.14, -1.93, 2.09], [-0.53, -8.93, 3.86], [0.30, -0.45, -1.09], [-0.55, 3.60, -0.93], [-0.75, -0.14, -0.27], [1.39, 7.87, -3.66], [3.86, -2.47, 2.39], [2.96, -3.78, -2.79], [1.16, -0.53, -0.53], [0.26, 2.16, -1.47], [-5.32, 1.13, 1.63], [-2.93, 3.51, 0.78]]}